Molecular formula: C36H25Cl2N4O2RuSe
Method: DFT, ωB97M-V/def2-TZVPD

CARTESIAN COORDINATES (ANGSTROEM)
Ru (-0.9586, 0.1960, -0.2382)
Se (-2.7660, 1.9007, 2.0091)
N (-2.1343, 0.3316, 1.4137)
C (-2.7616, -0.6456, 2.0518)
C (-2.5443, -2.0464, 1.8751)
C (-3.2567, -2.9037, 2.6423)
C (-4.2161, -2.4506, 3.6128)
C (-4.4493, -1.1353, 3.8110)
C (-3.7166, -0.1839, 3.0293)
N (-3.8509, 1.1243, 3.1424)
H (-1.8410, -2.3967, 1.1331)
H (-3.1093, -3.9691, 2.5217)
H (-4.7578, -3.1883, 4.1889)
H (-5.1654, -0.7716, 4.5342)
Cl (-1.6365, -5.0530, -2.7639)
C (-0.7133, -4.6270, -1.3669)
C (-0.4280, -5.5920, -0.4226)
C (0.3101, -5.2619, 0.7061)
C (0.7173, -3.9564, 0.9009)
C (0.3997, -2.9971, -0.0480)
Cl (0.8320, -1.3422, 0.3717)
C (-0.2808, -3.2989, -1.2299)
N (-0.6156, -2.3758, -2.2199)
C (0.1155, -1.2515, -2.5211)
C (1.5521, -1.5008, -2.7225)
C (2.3656, -0.5637, -3.1982)
C (1.9209, 0.8609, -3.2505)
C (0.4058, 1.0491, -3.4510)
C (-0.4597, -0.0595, -2.8932)
C (-1.9575, 0.0568, -3.2050)
C (-2.4931, 0.1644, -1.8108)
O (-2.5523, -0.9093, -1.1171)
O (-2.4738, 1.2926, -1.2130)
H (-0.7766, -6.6024, -0.5835)
H (0.5502, -6.0191, 1.4388)
H (1.2598, -3.6660, 1.7898)
H (-1.6034, -2.3529, -2.4261)
H (1.8816, -2.5240, -2.5947)
H (3.3865, -0.8123, -3.4617)
H (2.4451, 1.4154, -4.0303)
H (0.1763, 1.1194, -4.5200)
H (-2.3503, -0.8122, -3.7331)
H (-2.1523, 0.9565, -3.7824)
C (0.4364, 1.9215, -0.2986)
C (0.3649, 1.6760, 0.9087)
C (0.6468, 1.7565, 2.3270)
C (1.1328, 2.9711, 2.8175)
C (1.4348, 3.1043, 4.1619)
C (1.2478, 2.0344, 5.0270)
C (0.7567, 0.8294, 4.5439)
C (0.4525, 0.6883, 3.1999)
H (1.2750, 3.8008, 2.1367)
H (1.8143, 4.0457, 4.5354)
H (1.4812, 2.1415, 6.0777)
H (0.6053, -0.0031, 5.2180)
H (0.0488, -0.2454, 2.8325)
C (0.1299, 2.4047, -2.7857)
C (1.0430, 2.4620, -1.5407)
C (1.4323, 3.8972, -1.2718)
C (2.6917, 4.3131, -1.2509)
C (3.8069, 3.3813, -1.4744)
C (3.5992, 2.0960, -1.7653)
C (2.2340, 1.5067, -1.8666)
C (5.1484, 3.8895, -1.3639)
N (6.2175, 4.2973, -1.2652)
H (-0.9166, 2.5620, -2.5302)
H (0.4358, 3.2033, -3.4639)
H (0.6158, 4.5954, -1.1282)
H (2.9277, 5.3558, -1.0854)
H (4.4432, 1.4326, -1.9148)
H (2.1968, 0.6834, -1.1496)

For the total energy, the calculation gives -140757.863 eV. As for the charge: +1. Its largest force on an atom is 0.96 eV/A.



Molecular formula: C24H24HfN4O6S3
Method: DFT, ωB97M-V/def2-TZVPD

CARTESIAN COORDINATES (ANGSTROEM)
Hf (-0.3886, 0.4244, 1.3813)
O (-1.7758, 2.2840, 1.4465)
C (-2.6829, 2.1555, 2.5636)
C (-1.7942, 2.2693, 3.7964)
N (-0.4549, 1.6958, 3.5180)
C (0.5977, 2.7228, 3.4310)
C (1.5668, 2.4193, 2.2835)
O (2.2773, 3.2846, 1.8254)
O (1.5154, 1.1763, 1.8786)
C (-0.1484, 0.6124, 4.4628)
C (-1.0638, -0.5719, 4.1392)
O (-1.5011, -1.2871, 5.0011)
O (-1.3225, -0.6778, 2.8491)
H (-2.2595, 2.2845, 0.6034)
H (-3.4215, 2.9554, 2.5304)
H (-3.1846, 1.1882, 2.5114)
H (-1.6924, 3.3136, 4.0894)
H (-2.2632, 1.7410, 4.6267)
H (0.1549, 3.6963, 3.2364)
H (1.1665, 2.7987, 4.3625)
H (0.8798, 0.2857, 4.3058)
H (-0.2778, 0.9188, 5.5035)
S (-2.5207, 0.0315, -0.1068)
C (-2.1422, -1.3452, -1.1156)
C (-3.1320, -1.8291, -1.9686)
C (-2.8824, -2.8665, -2.8555)
C (-3.9231, -3.3048, -3.7369)
N (-4.7731, -3.6319, -4.4376)
C (-1.6096, -3.4547, -2.8836)
C (-0.6277, -2.9903, -2.0205)
C (-0.8674, -1.9389, -1.1397)
S (0.4858, -1.4024, -0.1548)
C (-1.2996, -4.5112, -3.7995)
N (-1.0233, -5.3483, -4.5368)
H (-4.1131, -1.3744, -1.9480)
H (0.3542, -3.4431, -2.0447)
C (4.2475, -2.1781, 0.7837)
C (3.9800, -2.4581, 2.2669)
C (2.6602, -1.9698, 2.6488)
N (1.6157, -1.5536, 2.8728)
H (5.2259, -2.5643, 0.5030)
H (4.2235, -1.1068, 0.5879)
H (3.4896, -2.6518, 0.1620)
H (4.7214, -1.9668, 2.8983)
H (4.0264, -3.5268, 2.4791)
C (1.4157, 3.5310, -1.7345)
S (1.2760, 1.8297, -1.1985)
O (0.0399, 1.8834, -0.3085)
C (0.7253, 1.0564, -2.7074)
C (-0.6250, 0.9856, -3.0070)
C (-1.0226, 0.3034, -4.1472)
C (-0.0760, -0.2903, -4.9709)
C (1.2750, -0.2091, -4.6586)
C (1.6829, 0.4578, -3.5141)
H (0.4490, 3.8608, -2.1100)
H (2.1794, 3.5962, -2.5074)
H (1.7169, 4.0900, -0.8492)
H (-1.3495, 1.4132, -2.3267)
H (-2.0760, 0.2195, -4.3808)
H (-0.3934, -0.8329, -5.8515)
H (2.0094, -0.6866, -5.2932)
H (2.7295, 0.4874, -3.2345)

For the total energy, the calculation gives -77340.500 eV. Its largest force on an atom is 0.48 eV/A.



Molecular formula: C8H11N2
Method: DFT, ωB97M-V/def2-TZVPD

CARTESIAN COORDINATES (ANGSTROEM)
C (1.3073, 0.4257, 2.2390)
C (2.0666, -0.1696, 1.1745)
C (0.1211, 0.9371, 2.0225)
C (1.6904, -0.0574, -0.0963)
C (-1.4791, -0.4125, 0.7957)
C (-0.5981, 0.7849, 0.7297)
C (-0.5377, -0.8060, -1.2307)
C (-1.2833, -0.3918, -2.4426)
N (-1.4591, -1.1298, -0.2234)
N (0.3105, 0.2842, -0.5667)
H (1.7057, 0.5514, 3.1636)
H (2.9947, -0.6792, 1.5003)
H (-0.3792, 1.3996, 2.8224)
H (2.4144, -0.1166, -0.9358)
H (-1.9082, -0.5188, 1.7090)
H (-1.0782, 1.6203, 0.3814)
H (0.1801, -1.7317, -1.5354)
H (-1.8757, -1.1714, -2.8862)
H (-0.5963, -0.2106, -3.3421)
H (-2.0434, 0.3217, -2.0361)
H (0.4475, 1.0705, -1.2428)

For the total energy, the calculation gives -11444.812 eV. As for the charge: +1. Its largest force on an atom is 3.53 eV/A.



Going through the records in order, we get Kohn-Sham gap values of 7.54, 7.99, 9.58 eV.
Going through the records in order, we get HOMO values of -0.4122, -0.2920, -0.4974 Eh.